Molecular formula: C15H22NO5SiTeV
Method: DFT, ωB97M-V/def2-TZVPD

Structure (XYZ):
```
46
Properties=species:S:1:pos:R:3
V 1.18 1.70 -0.77
O -3.34 2.69 -4.76
C -2.45 2.49 -3.99
C -1.17 1.64 -4.26
O -0.94 1.03 -5.27
C -0.41 1.78 -3.01
C -1.05 2.56 -2.09
O -0.43 2.72 -0.94
C -2.34 3.07 -2.55
O -3.17 3.76 -2.00
O 0.74 1.26 -2.67
C -1.56 -0.41 -0.61
Si 0.03 -0.20 0.39
C -0.53 0.24 2.17
C -1.79 -0.53 2.57
C 0.56 -0.04 3.21
C -0.86 1.74 2.22
C 0.92 -1.90 0.31
C 2.31 -1.91 0.96
C 0.09 -3.00 0.99
C 1.06 -2.27 -1.17
H -2.09 -1.31 -0.30
H -1.36 -0.50 -1.68
H -2.24 0.44 -0.47
H -1.62 -1.61 2.65
H -2.61 -0.37 1.88
H -2.12 -0.19 3.56
H 0.78 -1.10 3.30
H 0.22 0.31 4.19
H 1.49 0.48 2.98
H -1.63 2.03 1.50
H 0.00 2.37 2.02
H -1.23 1.99 3.22
H 2.26 -1.75 2.04
H 2.98 -1.16 0.55
H 2.77 -2.89 0.80
H 0.07 -2.88 2.08
H 0.54 -3.97 0.78
H -0.94 -3.04 0.64
H 1.55 -1.49 -1.77
H 0.10 -2.47 -1.63
H 1.67 -3.18 -1.26
N 3.83 0.30 -1.82
C 2.93 0.86 -1.24
H 4.79 0.37 -1.51
Te 3.02 2.34 0.74
```

Results
2S+1: 2
Strongest force on any atom: 0.952 eV Å⁻¹
ΔE to the lowest compared entry with this formula, charge and spin: 3.4 kJ/mol
Net charge: -1
Orbital gap (spin up / spin down): 7.348 / 7.594 eV
HOMO level (spin up / spin down): -5.32 / -5.29 eV
E_LUMO (spin up / spin down): 2.03 / 2.30 eV
Calculated total energy: -2517.32233 a.u.

From a Mulliken analysis of the wavefunction, the atomic charges in e read:
1. V -0.264
2. O -0.580
3. C 0.542
4. C -0.036
5. O -0.620
6. C 1.013
7. C 0.767
8. O -0.961
9. C -0.126
10. O -0.644
11. O -0.732
12. C -1.541
13. Si 1.705
14. C 2.152
15. C -1.779
16. C -1.835
17. C -1.833
18. C 2.231
19. C -1.559
20. C -1.980
21. C -2.024
22. H 0.442
23. H 0.322
24. H 0.254
25. H 0.273
26. H 0.314
27. H 0.543
28. H 0.309
29. H 0.504
30. H 0.239
31. H 0.354
32. H 0.196
33. H 0.516
34. H 0.283
35. H 0.146
36. H 0.511
37. H 0.306
38. H 0.523
39. H 0.323
40. H 0.302
41. H 0.358
42. H 0.496
43. N -0.530
44. C 0.256
45. H 0.363
46. Te -0.501